No. 1
Molecular formula: C16H15F6N8PRuS2Sb
Method: DFT, ωB97M-V/def2-TZVPD

As for the charge: +2. Its LUMO energy (spin up / spin down) is -7.395 / -10.090 eV. The highest occupied orbital energy (spin up / spin down) comes out at -15.7 / -15.7 eV. The value obtained for the gap between HOMO and LUMO (spin up / spin down) is 0.3050 / 0.2074 Ha. For the molar mass, the calculation gives 751.28 g mol⁻¹. The spin multiplicity is 6.

Each line ends with the Mulliken spin population.
Positions of all 50 atoms, in Å:
Ru -0.16 -0.58 -0.05  2.48
C 0.73 -4.59 -3.07  0.00
N 0.36 -3.24 -2.74  0.00
C -0.29 -2.48 -3.66  0.01
C -0.47 -1.24 -3.12  -0.01
N 0.07 -1.25 -1.89  0.04
C 0.56 -2.48 -1.64  0.03
P 1.56 -2.88 -0.01  0.01
C 0.53 -2.46 1.60  0.03
N 0.00 -1.23 1.82  0.05
C -0.55 -1.21 3.05  0.00
C -0.32 -2.43 3.62  0.01
N 0.35 -3.20 2.72  0.00
C 0.74 -4.54 3.07  0.00
C 2.55 -1.37 -0.01  0.07
N 1.88 -0.21 0.00  -0.08
C 2.80 0.79 0.01  0.01
C 4.05 0.21 0.01  0.00
N 3.88 -1.13 -0.01  0.01
C 4.93 -2.12 -0.02  0.00
H 0.04 -4.96 -3.82  0.00
H 1.74 -4.62 -3.48  0.00
H 0.70 -5.27 -2.22  0.00
H -0.58 -2.86 -4.62  0.00
H -0.93 -0.36 -3.55  0.00
H -1.03 -0.34 3.45  0.00
H -0.59 -2.79 4.60  0.00
H 0.03 -4.91 3.81  0.00
H 0.75 -5.22 2.23  0.00
H 1.74 -4.54 3.51  0.00
H 2.53 1.82 0.03  -0.01
H 5.01 0.67 0.01  0.00
H 5.89 -1.61 -0.03  0.00
H 4.88 -2.74 0.88  0.00
H 4.85 -2.76 -0.89  0.00
S -2.51 0.25 -0.36  0.88
C -2.08 1.94 -0.31  -0.09
S -0.56 2.27 0.42  0.89
C -2.92 2.93 -0.82  0.21
C -2.67 4.31 -0.67  -0.03
N -2.50 5.43 -0.56  0.20
C -4.04 2.58 -1.60  -0.04
N -4.94 2.30 -2.26  0.20
F -1.53 -2.38 -0.04  0.10
Sb -0.87 -4.74 -0.01  0.02
F -1.49 -6.55 0.01  0.00
F -1.96 -4.46 1.61  0.00
F 2.44 -3.78 1.08  0.00
F -1.97 -4.50 -1.62  0.00
F 2.43 -3.84 -1.05  0.00

No. 2
Molecular formula: C16H15N3O6
Method: DFT, ωB97M-V/def2-TZVPD

Its LUMO energy is -0.135 eV. The highest occupied orbital energy comes out at -8.7 eV. The value obtained for the gap between HOMO and LUMO is 0.3144 Ha. For the molar mass, the calculation gives 345.31 g mol⁻¹. The SMILES is COc1ccc(/C(N)=N/OC(=O)c2cccc([N+](=O)[O-])c2)cc1OC. As for the energy above the lowest of the compared OMol25 structures with the same formula, charge and spin: 13.048 eV. The spin multiplicity is 1.

Each line ends with the natural charge from an NBO analysis.
Positions of all 40 atoms, in Å:
C -2.38 0.73 7.22  -0.20
O -2.01 1.44 6.22  -0.48
C -1.77 0.94 4.92  0.24
C -2.15 -0.20 4.54  -0.25
C -1.76 -0.87 3.27  -0.20
C -1.10 -0.07 2.28  -0.07
C -0.94 -0.67 0.93  0.37
N -1.94 -1.44 0.43  -0.82
N -0.01 0.04 0.39  -0.16
O 0.37 -0.36 -0.98  -0.40
C 0.25 -1.66 -1.44  0.82
O 0.14 -2.72 -0.99  -0.57
C 0.91 -1.49 -2.96  -0.13
C 1.07 -2.70 -3.52  -0.11
C 1.40 -2.79 -4.95  -0.20
C 2.25 -1.60 -5.42  -0.16
C 1.97 -0.44 -4.68  -0.01
N 2.45 0.95 -5.24  0.56
O 2.16 1.85 -4.65  -0.28
O 2.78 0.93 -6.48  -0.46
C 1.55 -0.46 -3.48  -0.21
C -1.08 1.20 2.54  -0.30
C -1.25 1.71 3.78  0.29
O -0.89 3.04 4.26  -0.45
C -0.32 3.64 3.24  -0.28
H -3.51 0.42 7.05  0.14
H -2.47 1.37 7.98  0.19
H -1.72 -0.28 7.32  0.15
H -2.23 -1.15 5.44  0.21
H -2.24 -1.93 3.09  0.22
H -2.62 -1.86 1.07  0.40
H -1.68 -2.40 -0.18  0.43
H 0.83 -3.44 -3.14  0.16
H 1.68 -3.75 -5.39  0.22
H 2.66 -1.46 -6.45  0.26
H 1.30 0.58 -2.85  0.27
H -0.65 1.82 1.75  0.26
H -0.22 4.70 3.67  0.18
H 0.60 3.66 2.89  0.19
H -0.97 3.92 2.47  0.17

No. 3
Molecular formula: C16H15N3OS2SbSe4W
Method: DFT, ωB97M-V/def2-TZVPD

Its LUMO energy (spin up / spin down) is -0.777 / -2.193 eV. The highest occupied orbital energy (spin up / spin down) comes out at -7.6 / -8.0 eV. The value obtained for the gap between HOMO and LUMO (spin up / spin down) is 0.2508 / 0.2149 Ha. For the molar mass, the calculation gives 950.89 g mol⁻¹. As for the energy above the lowest of the compared OMol25 structures with the same formula, charge and spin: 0.000 eV. The spin multiplicity is 4.

Each line ends with the Mulliken spin population.
Positions of all 43 atoms, in Å:
W -1.28 1.06 -0.49  0.93
O -2.88 1.28 0.07  -0.04
N -0.41 3.07 -0.34  -0.01
C -0.10 3.95 0.62  0.01
C 0.04 5.29 0.35  0.00
C -0.17 5.73 -0.96  0.01
C -0.50 4.83 -1.96  -0.01
C -0.61 3.49 -1.60  0.01
S -1.09 2.15 -2.63  0.00
H 0.04 3.55 1.62  0.00
H 0.30 5.98 1.14  0.00
H -0.08 6.78 -1.20  0.00
H -0.69 5.14 -2.97  0.00
S -0.69 0.90 2.06  -0.03
C -1.29 -0.71 2.09  0.05
N -2.50 -1.06 2.52  0.01
C -2.64 -2.52 2.58  -0.01
C -1.49 -2.96 1.67  0.00
N -0.61 -1.79 1.71  0.01
H -3.13 -0.39 2.92  0.00
H -3.61 -2.84 2.19  0.02
H -2.51 -2.87 3.61  0.00
H -1.85 -3.12 0.65  0.00
H -0.98 -3.85 2.02  0.00
H 0.23 -1.67 1.16  0.00
Se -5.12 -3.12 -0.06  0.16
Sb -4.35 -1.34 -1.47  -0.08
Se -5.45 0.89 -1.12  0.98
Se -5.27 -2.19 -3.61  0.92
Se -1.88 -1.13 -1.72  0.08
C 0.62 0.02 -0.57  -0.05
C 1.70 -0.55 -0.60  0.05
C 2.96 -1.23 -0.65  -0.01
C 4.02 -0.81 0.17  0.01
C 5.23 -1.48 0.13  0.00
C 5.41 -2.56 -0.73  0.01
C 4.37 -2.97 -1.55  0.00
C 3.15 -2.31 -1.51  0.00
H 3.87 0.03 0.83  0.00
H 6.05 -1.15 0.76  0.00
H 6.36 -3.07 -0.76  0.00
H 4.51 -3.81 -2.21  0.00
H 2.34 -2.63 -2.15  0.00

No. 4
Molecular formula: C16H16BCl4NO
Method: DFT, ωB97M-V/def2-TZVPD

Its LUMO energy is -1.085 eV. The highest occupied orbital energy comes out at -9.3 eV. The value obtained for the gap between HOMO and LUMO is 0.3009 Ha. For the molar mass, the calculation gives 390.93 g mol⁻¹. As for the energy above the lowest of the compared OMol25 structures with the same formula, charge and spin: 0.000 eV. The spin multiplicity is 1.

Each line ends with the natural charge from an NBO analysis.
Positions of all 39 atoms, in Å:
Cl 3.12 3.46 0.12  -0.25
B 2.53 1.70 0.02  0.47
Cl 3.23 0.79 -1.48  -0.32
Cl 3.10 0.73 1.57  -0.31
O 1.09 1.73 -0.04  -0.74
C 0.26 0.76 0.50  0.23
C -1.11 1.39 0.76  -0.08
C -2.22 0.57 0.90  -0.17
C -3.48 1.14 1.09  -0.24
C -3.61 2.54 1.14  -0.06
Cl -5.16 3.23 1.39  0.03
C -2.48 3.36 1.02  -0.22
C -1.22 2.78 0.87  -0.18
H 0.63 0.46 1.49  0.25
H -2.08 -0.51 0.83  0.20
H -4.36 0.50 1.18  0.23
H -2.59 4.44 1.04  0.23
H -0.32 3.39 0.80  0.26
C -0.79 1.01 -2.12  -0.73
C -0.11 -0.22 -1.66  0.57
C 0.12 -1.27 -2.68  -0.71
N 0.22 -0.40 -0.39  -0.36
C 0.86 -1.55 0.17  0.19
C 0.55 -1.92 1.49  -0.23
C 1.20 -3.01 2.08  -0.19
C 2.07 -3.80 1.32  -0.19
C 2.44 -3.39 0.03  -0.20
C 1.87 -2.24 -0.52  -0.21
H -0.83 0.94 -3.21  0.23
H -1.82 1.06 -1.77  0.28
H -0.26 1.94 -1.87  0.30
H -0.62 -1.09 -3.48  0.24
H 1.12 -1.17 -3.14  0.28
H -0.02 -2.28 -2.30  0.26
H -0.19 -1.32 2.03  0.22
H 0.99 -3.23 3.13  0.23
H 2.47 -4.72 1.74  0.22
H 3.16 -3.97 -0.55  0.23
H 2.23 -1.86 -1.47  0.24

No. 5
Molecular formula: C16H16BHfN9O7
Method: DFT, ωB97M-V/def2-TZVPD

As for the charge: +2. Its LUMO energy is -8.295 eV. The highest occupied orbital energy comes out at -15.6 eV. The value obtained for the gap between HOMO and LUMO is 0.2688 Ha. For the molar mass, the calculation gives 635.66 g mol⁻¹. As for the energy above the lowest of the compared OMol25 structures with the same formula, charge and spin: 0.000 eV. The spin multiplicity is 1.

Each line ends with the natural charge from an NBO analysis.
Positions of all 50 atoms, in Å:
H -1.48 -2.42 -1.11  0.27
N 0.21 -1.24 -1.31  -0.46
B 2.31 0.11 -2.20  0.53
N 1.12 -0.94 -2.33  -0.26
C 0.80 -1.70 -3.38  0.18
Hf 0.29 0.01 0.69  2.42
H 1.42 -1.73 -4.27  0.28
C -0.33 -2.47 -3.07  -0.27
H -0.81 -3.23 -3.65  0.29
C -0.79 -2.05 -1.83  0.09
H 3.05 0.10 -3.15  0.03
C 0.22 1.62 2.05  -1.30
H -0.45 1.42 2.90  0.28
H -0.31 2.43 1.47  0.27
H 1.19 2.04 2.35  0.28
N 3.03 -0.18 -0.84  -0.28
N 1.65 1.50 -2.00  -0.33
N 2.24 -0.28 0.32  -0.61
N 0.81 1.69 -0.93  -0.44
C 4.28 -0.54 -0.56  0.11
C 1.71 2.62 -2.73  0.04
H 5.05 -0.59 -1.33  0.27
H 2.30 2.62 -3.62  0.25
C 4.37 -0.84 0.81  -0.29
C 0.95 3.57 -2.09  -0.31
C 3.11 -0.63 1.34  0.04
C 0.41 2.97 -0.97  0.04
H 5.25 -1.21 1.32  0.28
H 0.78 4.59 -2.39  0.27
H 2.75 -0.76 2.35  0.26
H -0.22 3.38 -0.18  0.24
H 0.54 -1.76 -0.47  0.41
O -7.54 -0.03 1.66  -0.33
N -6.78 -0.58 2.48  0.49
O -7.19 -1.07 3.56  -0.32
C -5.36 -0.64 2.20  0.00
C -4.84 -0.06 1.02  -0.09
C -3.46 -0.14 0.78  -0.04
C -2.62 -0.95 1.60  0.43
O -1.38 -1.22 1.25  -0.81
C -3.15 -1.37 2.85  -0.05
C -4.52 -1.26 3.13  -0.05
N -2.17 -1.72 3.90  0.50
O -2.60 -2.12 5.00  -0.29
O -0.94 -1.61 3.64  -0.39
N -2.79 0.68 -0.19  0.55
O -3.40 1.21 -1.11  -0.22
O -1.52 0.90 -0.01  -0.55
H -5.49 0.44 0.32  0.30
H -4.93 -1.66 4.06  0.31

No. 6
Molecular formula: C16H16Cl29F3O4
Method: DFT, ωB97M-V/def2-TZVPD

Its LUMO energy is 0.088 eV. The highest occupied orbital energy comes out at -10.6 eV. The value obtained for the gap between HOMO and LUMO is 0.3927 Ha. For the molar mass, the calculation gives 1357.43 g mol⁻¹. The SMILES is C[C@@H](Cl)[C@H](Cl)[C@H]1OC(=O)O[C@@]1(O)C(F)(F)F.ClC(Cl)Cl.ClC(Cl)Cl.ClC(Cl)Cl.ClC(Cl)Cl.ClC(Cl)Cl.ClC(Cl)Cl.ClC(Cl)Cl.ClC(Cl)Cl.ClC(Cl)Cl. The spin multiplicity is 1.

Each line ends with the natural charge from an NBO analysis.
Positions of all 68 atoms, in Å:
C 2.61 0.54 0.81  -0.64
C 1.14 0.06 1.16  -0.24
Cl 1.34 -1.42 2.19  -0.05
C 0.43 1.20 2.02  -0.21
Cl 0.74 0.93 3.82  -0.05
C -1.12 1.28 1.83  0.03
O -1.27 2.52 1.11  -0.50
C -1.61 2.29 -0.19  1.00
O -1.97 3.04 -0.96  -0.52
O -1.45 0.91 -0.43  -0.51
C -1.84 0.39 0.80  0.38
O -3.21 0.82 0.88  -0.69
C -1.94 -1.16 0.99  0.97
F -2.05 -1.44 2.27  -0.30
F -3.09 -1.56 0.44  -0.32
F -1.01 -1.85 0.38  -0.29
H 2.64 0.72 -0.28  0.22
H 2.89 1.43 1.36  0.22
H 3.30 -0.30 0.98  0.24
H 0.67 -0.14 0.20  0.24
H 0.85 2.19 1.77  0.26
H -1.55 1.32 2.84  0.24
H -3.42 0.92 1.82  0.48
Cl -5.79 6.07 1.09  0.01
C -5.36 4.92 -0.17  -0.28
Cl -4.52 3.52 0.51  0.02
Cl -6.80 4.41 -1.07  0.02
H -4.69 5.41 -0.87  0.23
Cl 1.10 -6.53 2.96  0.03
C 2.08 -5.13 3.38  -0.28
Cl 3.12 -4.62 2.03  0.01
Cl 1.07 -3.78 3.88  0.03
H 2.72 -5.41 4.21  0.23
Cl 5.57 -0.63 0.31  0.02
C 4.94 -1.73 -0.93  -0.28
Cl 4.72 -3.35 -0.26  0.03
Cl 3.42 -1.11 -1.59  0.02
H 5.66 -1.78 -1.73  0.23
Cl 5.99 2.69 5.02  0.02
C 5.13 2.65 3.47  -0.29
Cl 6.08 1.78 2.26  0.01
Cl 3.54 1.91 3.66  0.03
H 5.00 3.67 3.13  0.23
Cl -5.59 -3.25 -3.40  0.02
C -4.99 -3.08 -1.75  -0.28
Cl -6.32 -2.76 -0.63  0.02
Cl -4.11 -4.53 -1.26  0.02
H -4.31 -2.24 -1.72  0.23
Cl 1.51 5.26 4.85  0.03
C 0.64 5.24 3.31  -0.28
Cl 1.58 4.38 2.08  0.01
Cl -0.96 4.53 3.51  0.03
H 0.52 6.27 2.98  0.23
Cl -1.43 5.20 -4.09  0.02
C -2.10 3.61 -4.48  -0.29
Cl -3.60 3.78 -5.41  0.02
Cl -0.92 2.64 -5.37  0.00
H -2.33 3.11 -3.55  0.24
Cl 2.41 -6.63 -0.24  0.02
C 1.78 -7.73 -1.47  -0.29
Cl 1.54 -9.35 -0.80  0.01
Cl 0.27 -7.11 -2.15  0.02
H 2.50 -7.80 -2.27  0.23
Cl 0.83 -0.30 -7.96  0.02
C -0.10 -0.96 -6.61  -0.29
Cl -0.99 -2.40 -7.11  0.02
Cl 0.95 -1.32 -5.24  0.01
H -0.82 -0.21 -6.30  0.23